Entry 1:
C32H58N6O4PPd | ωB97M-V/def2-TZVPD

```
102
Properties=species:S:1:pos:R:3:nbo_charge:R:1
Pd -0.20 0.40 -0.10 0.8005
C 4.79 0.64 0.05 -0.4181
N 4.26 -0.71 -0.15 -0.4144
C 5.23 -1.79 -0.12 -0.4159
C 2.95 -0.86 -0.41 0.6782
O 2.21 0.11 -0.55 -0.6786
C 2.46 -2.31 -0.58 -0.1457
O 1.12 -2.45 -0.18 -0.5086
C 0.86 -3.66 0.50 -0.1541
C 0.13 -3.39 1.81 0.6587
O -0.33 -2.29 2.05 -0.6384
N 0.04 -4.42 2.68 -0.4230
C 0.49 -5.78 2.43 -0.4097
C -0.62 -4.22 3.96 -0.4170
H 5.32 0.98 -0.84 0.2034
H 5.47 0.64 0.91 0.2033
H 3.96 1.31 0.25 0.2459
H 6.22 -1.38 -0.32 0.2242
H 5.02 -2.54 -0.88 0.2089
H 5.26 -2.28 0.86 0.2021
H 3.09 -3.00 -0.02 0.1834
H 2.55 -2.55 -1.65 0.2022
H 1.79 -4.19 0.69 0.1856
H 0.23 -4.28 -0.15 0.2056
H 0.78 -5.92 1.39 0.2103
H -0.32 -6.47 2.65 0.2105
H 1.34 -6.02 3.07 0.2028
H -0.65 -3.15 4.17 0.2399
H -0.07 -4.74 4.74 0.2028
H -1.64 -4.61 3.93 0.2005
C -3.81 -3.11 0.80 -0.6334
C -3.48 -2.50 -0.54 -0.0078
C -4.09 -2.99 -1.70 -0.1630
C -3.81 -2.42 -2.94 -0.0116
C -4.52 -2.89 -4.18 -0.6349
C -2.90 -1.38 -3.04 -0.1629
C -2.23 -0.87 -1.90 0.1122
C -2.59 -1.45 -0.65 -0.1803
N -1.29 0.11 -1.85 -0.4187
C -0.88 1.03 -2.91 0.1196
C 0.58 0.71 -3.31 -0.4198
C 1.11 1.76 -4.30 -0.2202
C 1.09 3.14 -3.64 -0.4037
C -0.35 3.49 -3.26 -0.2130
C -1.23 3.50 -4.51 -0.4065
C -1.19 2.12 -5.17 -0.2056
C 0.25 1.77 -5.56 -0.4034
C -1.72 1.05 -4.20 -0.4209
C -0.89 2.45 -2.28 -0.4022
H -4.89 -3.15 0.95 0.2251
H -3.37 -2.53 1.61 0.2272
H -3.43 -4.13 0.85 0.2189
H -4.80 -3.80 -1.63 0.2129
H -5.11 -3.78 -3.98 0.2211
H -3.81 -3.12 -4.97 0.2239
H -5.19 -2.12 -4.55 0.2280
H -2.70 -1.01 -4.02 0.2094
H -2.15 -1.03 0.24 0.2107
H 0.63 -0.29 -3.76 0.2065
H 1.20 0.71 -2.41 0.2424
H 2.14 1.50 -4.56 0.2172
H 1.48 3.89 -4.33 0.2129
H 1.72 3.15 -2.75 0.2094
H -0.38 4.47 -2.78 0.2173
H -0.87 4.26 -5.21 0.2145
H -2.26 3.76 -4.25 0.2072
H -1.82 2.12 -6.06 0.2181
H 0.63 2.50 -6.27 0.2140
H 0.28 0.79 -6.04 0.2049
H -1.63 0.10 -4.71 0.1999
H -2.77 1.24 -3.97 0.2158
H -1.91 2.70 -1.98 0.2132
H -0.25 2.42 -1.39 0.2045
C 2.67 3.52 2.87 -0.4119
N 1.24 3.47 3.13 -0.8054
C 0.80 4.40 4.16 -0.4098
P 0.45 2.03 2.82 2.4387
O 1.00 1.46 1.56 -1.1690
N -1.15 2.56 2.83 -0.7972
C -1.56 3.08 1.53 -0.4073
C -2.22 1.80 3.47 -0.3985
N 0.60 0.93 4.08 -0.8042
C 1.56 -0.16 3.89 -0.4043
C 0.53 1.38 5.46 -0.4130
H 3.26 3.30 3.77 0.1785
H 2.95 4.53 2.54 0.2026
H 2.93 2.82 2.09 0.2254
H 1.34 4.24 5.11 0.1815
H -0.27 4.28 4.33 0.2235
H 0.99 5.42 3.84 0.2028
H -0.82 3.79 1.15 0.2229
H -2.52 3.60 1.64 0.2107
H -1.71 2.28 0.78 0.1713
H -1.89 1.41 4.43 0.2143
H -2.56 0.97 2.85 0.1869
H -3.06 2.48 3.64 0.2026
H 1.66 -0.36 2.82 0.2390
H 1.19 -1.06 4.39 0.1962
H 2.54 0.09 4.31 0.1742
H -0.17 2.20 5.56 0.2096
H 1.51 1.72 5.83 0.1880
H 0.20 0.55 6.09 0.2079
```

The total charge is +1. Its spin multiplicity is 3. The expectation value of S² is 2.04. As for the gap between HOMO and LUMO (alpha / beta): 8.57 / 7.20 eV. For the HOMO energy (alpha / beta), the calculation gives -10.19 / -10.84 eV.

Entry 2:
C11H15HfN4 | ωB97M-V/def2-TZVPD

```
31
Properties=species:S:1:pos:R:3:nbo_charge:R:1
C -1.77 -0.72 -5.00 -0.9034
Hf -0.36 -0.18 -3.27 1.0360
N 1.61 -0.78 -4.15 -1.0747
H 0.04 1.39 -3.66 -0.3615
H 2.28 0.00 -4.18 0.3939
H -0.99 -1.52 -4.59 0.1399
H -1.49 -0.46 -6.02 0.2826
H -1.90 0.27 -4.40 0.1760
H -2.75 -1.20 -4.92 0.2829
H 2.09 -1.54 -3.65 0.4082
H 1.40 -1.07 -5.11 0.4164
N 0.86 0.14 7.47 -0.2416
C 0.44 0.20 6.37 0.2469
C 0.00 0.28 5.01 -0.1568
C -0.44 -0.87 4.34 -0.1245
C -0.72 -0.81 2.97 -0.2176
C -0.41 0.38 2.31 0.1353
C -0.04 1.56 2.96 -0.2255
C 0.10 1.51 4.34 -0.1193
N -0.13 0.38 0.93 -0.3197
C 1.08 0.80 0.37 -0.0311
C 1.10 0.40 -0.90 -0.0894
N -0.12 -0.29 -1.16 -0.6209
C -0.81 -0.31 -0.02 0.2548
H -0.57 -1.80 4.87 0.2478
H -0.99 -1.70 2.40 0.2335
H 0.23 2.46 2.40 0.2421
H 0.31 2.43 4.88 0.2476
H 1.85 1.32 0.93 0.2571
H 1.89 0.49 -1.62 0.2450
H -1.79 -0.76 0.12 0.2402
```

The total charge is +1. As for the gap between HOMO and LUMO (alpha / beta): 5.07 / 4.84 eV. For the HOMO energy (alpha / beta), the calculation gives -8.30 / -8.12 eV.

Entry 3:
C19H32BN7O2STc | ωB97M-V/def2-TZVPD

```
63
Properties=species:S:1:pos:R:3:nbo_charge:R:1
Tc 0.63 -0.45 -1.25 1.4335
C 2.42 -3.53 -1.80 -0.6562
C 1.74 -3.28 -0.50 0.2467
C 1.73 -4.10 0.62 -0.3181
C 1.00 -3.44 1.60 0.2957
C 0.69 -3.86 2.99 -0.6612
N 0.57 -2.28 1.07 -0.3316
N 1.02 -2.16 -0.21 -0.3248
B -0.12 -1.06 1.68 0.5055
N -1.35 -0.76 0.78 -0.3147
N -1.16 -0.42 -0.54 -0.2645
C -2.40 -0.23 -1.11 0.2496
C -2.60 0.05 -2.55 -0.6675
C -3.34 -0.43 -0.14 -0.3045
C -2.66 -0.75 1.04 0.3427
C -3.22 -1.03 2.39 -0.6689
N 0.85 0.15 1.58 -0.3195
N 1.37 0.53 0.36 -0.3531
C 2.22 1.56 0.58 0.2392
C 3.04 2.17 -0.51 -0.6537
C 2.23 1.86 1.92 -0.3208
C 1.35 0.95 2.53 0.3186
C 0.98 0.84 3.97 -0.6659
H 3.11 -4.37 -1.68 0.2557
H 2.98 -2.67 -2.15 0.2237
H 1.69 -3.79 -2.58 0.2629
H 2.21 -5.06 0.71 0.2601
H 1.10 -4.85 3.17 0.2584
H -0.38 -3.89 3.17 0.2435
H 1.13 -3.17 3.71 0.2429
H -0.46 -1.24 2.81 0.0122
H -2.21 1.04 -2.82 0.2295
H -3.67 0.06 -2.77 0.2718
H -2.14 -0.72 -3.17 0.2427
H -4.41 -0.36 -0.26 0.2672
H -4.30 -0.98 2.35 0.2598
H -2.86 -0.31 3.12 0.2532
H -2.93 -2.03 2.73 0.2573
H 2.95 1.63 -1.45 0.1922
H 4.09 2.14 -0.23 0.2738
H 2.77 3.22 -0.66 0.2608
H 2.80 2.62 2.42 0.2639
H 1.48 1.62 4.54 0.2579
H 1.29 -0.13 4.37 0.2541
H -0.09 0.94 4.11 0.2467
N 0.51 1.19 -2.71 -0.8340
C 0.45 0.62 -4.09 -0.3614
C 0.77 -0.87 -4.09 0.7564
O 1.05 -1.50 -5.04 -0.4454
O 0.65 -1.46 -2.84 -0.6325
H -0.26 1.83 -2.51 0.4439
H 1.33 1.78 -2.63 0.4158
H 1.14 1.13 -4.76 0.2631
H -0.55 0.73 -4.50 0.2582
C -1.31 3.13 0.92 -0.7344
S -1.41 3.22 -0.88 0.1098
C -1.84 4.95 -1.11 -0.7262
H -0.53 3.78 1.30 0.2293
H -1.09 2.10 1.19 0.2090
H -2.27 3.41 1.35 0.2375
H -2.80 5.16 -0.65 0.2365
H -1.91 5.14 -2.18 0.2463
H -1.07 5.60 -0.69 0.2312
```

The total charge is +2. Its spin multiplicity is 2. The expectation value of S² is 1.07. As for the gap between HOMO and LUMO (alpha / beta): 5.52 / 5.79 eV. For the relative energy (zero: lowest compared OMol25 entry of this formula, charge and spin), the calculation gives 22.0 kcal/mol. For the HOMO energy (alpha / beta), the calculation gives -14.27 / -14.27 eV.

> Which of these has the highest total charge?

C19H32BN7O2STc

> Look up the total charge of the second one.

+1

> Look up the total charge of the third one.

+2